Here is a single C13H18N4O2S molecule from OMol25. Energies are from ωB97M-V/def2-TZVPD.

Last column: Mulliken charge in e.
Element x y z (Å)
C: -2.97075 -3.21714 -0.62077  -0.7779
O: -2.89527 -2.01208 0.09562  -0.2179
C: -3.37890 -0.90536 -0.62599  -0.4845
C: -3.18744 0.36186 0.21612  -1.2335
N: -1.82640 0.82539 0.20765  0.2324
C: -1.28969 1.65463 -0.75503  -0.0961
C: -2.09817 2.22791 -1.86508  -1.6194
C: 0.02622 1.84581 -0.46405  -0.3303
C: 0.31965 1.10453 0.71816  0.9772
C: 1.58957 1.00545 1.40030  0.4593
O: 1.77389 0.41037 2.44441  -0.6626
C: 2.75834 1.71820 0.72625  -1.0125
S: 3.11546 0.98442 -0.90561  -0.1969
C: 4.37859 -0.10997 -0.45770  0.4294
N: 5.06954 -0.11810 0.66160  -0.4535
C: 5.93143 -1.13981 0.48823  -0.0868
N: 5.82117 -1.75209 -0.66358  -0.7214
N: 4.82044 -1.09393 -1.27377  0.2188
C: -0.86662 0.48174 1.10053  0.4678
C: -1.12614 -0.40784 2.25693  -1.5767
H: -4.00797 -3.45623 -0.88655  0.2971
H: -2.57466 -3.99184 0.03183  0.2351
H: -2.37264 -3.17143 -1.53900  0.3336
H: -2.83808 -0.81172 -1.58036  0.3936
H: -4.44956 -1.03996 -0.84940  0.4457
H: -3.83294 1.15054 -0.17685  0.4450
H: -3.48261 0.13699 1.24257  0.4150
H: -2.89011 2.87398 -1.48315  0.3072
H: -1.45098 2.82367 -2.50242  0.3830
H: -2.55892 1.44913 -2.47232  0.3146
H: 0.70853 2.44468 -1.03322  0.4078
H: 2.53089 2.76910 0.55352  0.4832
H: 3.66234 1.60386 1.32323  0.5663
H: 6.64605 -1.42078 1.23309  0.4539
H: 4.51162 -1.34306 -2.19901  0.1997
H: -1.60563 -1.32795 1.92801  0.2931
H: -1.77718 0.08350 2.98198  0.3024
H: -0.18305 -0.63647 2.74382  0.4087

Properties
**F_max**: 1.0 eV/Å
**ΔE to the lowest compared entry with this formula, charge and spin**: 2.103 eV
**SMILES**: COCCn1c(C)cc(C(=O)CSc2ncn[nH]2)c1C
**DFT total energy**: -1273.85005 Ha
**Net charge**: 0